(1)
{"formula": "C18H36O18", "method": "ωB97M-V with the def2-TZVPD basis set", "e_above_lowest_kcal_mol": 7.4, "e_tot_ha": -2061.80543, "total_charge": 0, "fmax_ev_per_a": 2.1, "orbital_gap_ev": 11.3, "smiles": "COC(=O)OC.COC(=O)OC.COC(=O)OC.COC(=O)OC.COC(=O)OC.COC(=O)OC", "symbols": ["O", "O", "O", "O", "O", "O", "O", "O", "O", "O", "O", "O", "O", "O", "O", "O", "O", "O", "C", "C", "C", "C", "C", "C", "C", "C", "C", "C", "C", "C", "C", "C", "C", "C", "C", "C", "H", "H", "H", "H", "H", "H", "H", "H", "H", "H", "H", "H", "H", "H", "H", "H", "H", "H", "H", "H", "H", "H", "H", "H", "H", "H", "H", "H", "H", "H", "H", "H", "H", "H", "H", "H"], "xyz": [[3.119, 3.500, 0.721], [-2.602, 4.472, -2.742], [-3.769, -0.695, 0.217], [2.370, -1.108, 1.530], [3.297, -3.095, -1.673], [0.198, -0.706, 1.114], [5.219, 2.742, 1.006], [3.069, -1.564, -3.176], [-1.001, 5.947, -2.169], [1.444, -3.110, -2.952], [-0.304, -3.508, 4.415], [-5.072, -1.971, -1.118], [-5.650, -1.403, 0.981], [-3.146, 6.543, -2.517], [-1.206, -5.565, 4.180], [-2.098, -3.925, 3.114], [4.599, 3.287, -0.978], [1.877, 0.310, -0.012], [3.620, 3.658, -1.961], [4.204, 3.217, 0.294], [-0.180, -6.087, 5.000], [-4.841, -1.412, -0.078], [-1.623, 3.442, -2.673], [2.774, -4.168, -0.904], [2.308, -0.929, -4.197], [-2.204, -2.568, 2.755], [-2.141, 5.684, -2.448], [4.962, 2.480, 2.361], [0.951, 1.070, -0.803], [-2.824, 7.905, -2.248], [1.369, -0.524, 0.889], [-6.770, -2.272, 0.896], [-1.126, -4.251, 3.949], [-2.760, -0.514, -0.751], [2.495, -2.633, -2.631], [1.960, -2.066, 2.505], [-0.105, -5.583, 5.966], [2.720, 4.119, -1.566], [3.449, -4.357, -0.078], [1.578, -1.587, 3.401], [5.641, 1.723, 2.740], [1.194, -2.720, 2.084], [-3.016, 0.281, -1.459], [-2.063, 2.556, -3.132], [-3.210, -2.252, 2.485], [-7.146, -2.384, 1.908], [-2.525, -1.422, -1.300], [-1.889, -1.846, 3.513], [-7.554, -1.877, 0.246], [-2.508, 8.030, -1.211], [-6.502, -3.242, 0.475], [-1.908, -0.125, -0.198], [3.935, 2.146, 2.533], [1.502, 1.984, -1.005], [-1.381, 3.138, -1.654], [-3.718, 8.472, -2.470], [1.399, -0.501, -3.774], [2.646, -5.057, -1.522], [1.785, -3.918, -0.511], [-0.461, -7.107, 5.264], [4.111, 4.331, -2.658], [0.717, 0.502, -1.702], [0.045, 1.328, -0.258], [3.389, 2.716, -2.460], [2.074, -1.633, -4.991], [2.928, -0.115, -4.559], [2.801, -2.723, 2.713], [5.071, 3.376, 2.981], [-0.737, 3.726, -3.234], [0.787, -6.068, 4.505], [-1.579, -2.331, 1.889], [-1.981, 8.237, -2.856]]}

(2)
{"formula": "C6H9NO2", "method": "ωB97M-V with the def2-TZVPD basis set", "e_above_lowest_kcal_mol": 53.3, "e_tot_ha": -439.19145, "total_charge": 0, "fmax_ev_per_a": 1.9, "orbital_gap_ev": 9.7, "smiles": "C1=C[C@@H]2NCCO[C@@H]2O1", "symbols": ["O", "O", "N", "C", "C", "C", "C", "C", "C", "H", "H", "H", "H", "H", "H", "H", "H", "H"], "xyz": [[0.245, -0.274, -1.977], [1.286, -0.723, -0.045], [-1.139, -0.093, 1.410], [0.180, 0.384, 1.916], [1.192, -0.658, 1.355], [0.067, -0.866, -0.681], [-0.142, 1.014, -1.774], [-0.741, 1.281, -0.643], [-1.091, -0.059, -0.029], [-0.146, -1.916, -0.988], [0.209, 0.375, 3.039], [0.039, 1.706, -2.559], [0.932, -1.649, 1.692], [-0.872, 2.285, -0.329], [-1.790, 0.580, 1.753], [2.228, -0.402, 1.562], [0.422, 1.428, 1.697], [-2.084, -0.353, -0.423]]}

(3)
{"formula": "C34H94N4O11", "method": "ωB97M-V with the def2-TZVPD basis set", "e_above_lowest_kcal_mol": 0.0, "e_tot_ha": -2398.34944, "total_charge": 0, "fmax_ev_per_a": 2.1, "orbital_gap_ev": 9.3, "smiles": "COC[C@H](C)N.COC[C@H](C)N.COC[C@H](C)N.COC[C@H](C)N.CC(C)O.CC(C)O.CC(C)O.CC(C)O.CCO.CCO.CCO", "symbols": ["O", "O", "O", "O", "O", "O", "O", "O", "O", "O", "O", "N", "N", "N", "N", "C", "C", "C", "C", "C", "C", "C", "C", "C", "C", "C", "C", "C", "C", "C", "C", "C", "C", "C", "C", "C", "C", "C", "C", "C", "C", "C", "C", "C", "C", "C", "C", "C", "C", "H", "H", "H", "H", "H", "H", "H", "H", "H", "H", "H", "H", "H", "H", "H", "H", "H", "H", "H", "H", "H", "H", "H", "H", "H", "H", "H", "H", "H", "H", "H", "H", "H", "H", "H", "H", "H", "H", "H", "H", "H", "H", "H", "H", "H", "H", "H", "H", "H", "H", "H", "H", "H", "H", "H", "H", "H", "H", "H", "H", "H", "H", "H", "H", "H", "H", "H", "H", "H", "H", "H", "H", "H", "H", "H", "H", "H", "H", "H", "H", "H", "H", "H", "H", "H", "H", "H", "H", "H", "H", "H", "H", "H", "H"], "xyz": [[-0.781, 3.924, 5.820], [-1.831, 4.162, -4.212], [-0.330, -4.653, -1.438], [-6.546, 3.221, 1.772], [-2.224, 0.642, -0.159], [3.345, -2.672, 5.249], [2.189, -1.016, -4.799], [-3.998, -1.481, -0.355], [5.130, -2.607, -0.019], [2.066, 4.757, 1.287], [-0.970, -4.593, 3.282], [-2.675, 2.713, -2.030], [0.940, -6.424, 0.671], [0.292, -2.974, -4.615], [4.514, 6.991, 2.969], [-1.214, -3.275, 3.713], [0.301, -4.103, -3.652], [3.384, -1.130, -0.639], [-1.321, -5.646, -1.705], [-0.816, 0.463, -0.249], [-2.934, 0.637, -3.293], [-2.278, 2.019, -3.259], [2.621, -1.818, 4.354], [-5.349, 3.982, 1.568], [0.230, -6.206, 1.928], [-2.134, 5.285, -5.034], [-4.030, -1.145, 2.015], [1.946, 3.473, 0.750], [2.794, 7.641, 1.295], [-3.739, -2.118, 0.879], [-4.198, 3.003, 1.321], [-4.613, -3.360, 0.969], [0.438, 2.402, 4.429], [-2.626, 2.980, -4.406], [4.818, -1.554, -0.948], [-0.318, -4.774, 2.025], [3.342, 5.143, 1.764], [3.232, 6.577, 2.324], [-0.301, 0.158, 1.146], [-1.484, 3.777, 3.477], [2.742, -2.297, 2.942], [-0.344, 3.733, 4.484], [1.445, 0.086, -4.322], [-0.293, -3.602, -2.367], [2.424, 1.244, -4.094], [1.725, -4.614, -3.519], [0.342, 0.422, -5.311], [1.210, -6.572, 3.033], [5.047, -1.978, -2.371], [3.667, 4.464, 2.561], [-3.850, -1.560, 3.012], [0.348, -2.858, -1.890], [0.515, -5.906, -0.079], [6.106, -2.175, -2.558], [2.867, -0.752, 4.446], [-0.659, -2.659, -4.747], [4.453, -2.860, -2.594], [-1.822, -3.416, 4.614], [-2.200, -5.157, -2.134], [-0.698, -0.796, 1.494], [0.794, 0.149, 1.192], [2.569, -3.373, 2.933], [-0.298, 1.613, 4.608], [2.775, -2.036, -0.591], [-0.584, -0.403, -0.876], [1.595, -1.860, 4.730], [-1.321, -3.245, -2.501], [-1.133, 3.315, 2.559], [-1.827, 4.805, 3.307], [2.076, -5.032, -4.465], [-0.625, -6.880, 2.042], [2.945, 1.445, -5.040], [-4.589, -3.789, 1.973], [-2.378, 3.306, 3.895], [-0.009, 4.116, 6.359], [-3.355, -0.282, 1.998], [-0.295, -2.730, 3.927], [-4.162, 2.347, 2.192], [1.042, -0.117, -3.318], [-4.262, -4.161, 0.319], [-7.248, 3.840, 1.986], [0.883, 3.294, 0.593], [1.986, -5.798, 3.078], [2.369, 2.650, 1.347], [3.724, -2.010, 2.557], [4.654, 6.398, 3.769], [-2.441, 1.434, -0.663], [1.242, 2.493, 5.160], [6.071, -2.784, -0.059], [2.450, 6.548, 3.088], [-2.353, 3.670, -2.023], [1.876, -6.063, 0.761], [5.449, -0.699, -0.688], [-0.932, -6.386, -2.411], [-5.610, -3.053, 0.646], [-2.237, 5.008, -6.087], [-1.193, 1.896, -3.300], [-0.298, 1.352, -0.628], [4.146, -2.888, 4.752], [-3.369, -0.748, -0.427], [-5.061, -0.810, 1.894], [5.232, 7.023, 2.262], [0.592, -3.275, -5.531], [-5.130, 4.565, 2.469], [2.448, 3.360, -0.217], [-1.055, -4.566, 1.241], [-0.509, -0.249, -5.168], [0.804, 0.280, -6.286], [-3.677, 3.265, -4.329], [3.489, 7.630, 0.448], [4.791, -1.177, -3.072], [3.335, -0.628, 0.325], [0.893, 2.246, 3.447], [-2.401, 2.558, -5.389], [1.781, 7.398, 0.993], [-1.339, 5.998, -4.847], [-0.087, 1.415, -5.151], [-2.697, -2.469, 1.017], [4.100, 5.112, 0.968], [-1.537, -6.173, -0.775], [1.576, -1.756, -4.686], [1.898, 2.165, -3.813], [-0.308, -4.965, -3.950], [-1.815, -2.747, 2.964], [0.775, -6.538, 4.035], [-5.404, 4.617, 0.677], [2.044, -1.828, 2.251], [-3.141, 5.685, -4.844], [-2.998, 0.201, -4.291], [0.506, -4.055, 1.939], [-2.401, -0.077, -2.661], [3.019, -0.497, -1.446], [1.766, -5.389, -2.747], [1.589, -7.565, 2.802], [-3.683, 2.812, -1.962], [3.145, 1.005, -3.317], [0.385, 4.495, 4.174], [-3.281, 3.587, 1.229], [2.373, -3.765, -3.273], [-4.391, 2.455, 0.399], [2.926, 8.625, 1.756], [-0.638, 0.923, 1.844], [-3.937, 0.625, -2.868]]}

(4)
{"formula": "C20H26N4O5", "method": "ωB97M-V with the def2-TZVPD basis set", "e_above_lowest_kcal_mol": 4.0, "e_tot_ha": -1373.06234, "total_charge": 0, "fmax_ev_per_a": 0.8, "orbital_gap_ev": 9.2, "smiles": "CC(C)C[C@H](NC(=O)N1CC(=O)Nc2ccccc21)C(=O)N1CCC[C@H]1C(=O)O", "symbols": ["O", "O", "O", "O", "O", "N", "N", "N", "N", "C", "C", "C", "C", "C", "C", "C", "C", "C", "C", "C", "C", "C", "C", "C", "C", "C", "C", "C", "C", "H", "H", "H", "H", "H", "H", "H", "H", "H", "H", "H", "H", "H", "H", "H", "H", "H", "H", "H", "H", "H", "H", "H", "H", "H", "H"], "xyz": [[-5.486, 2.409, 0.259], [0.399, 1.214, -2.525], [3.188, 4.261, -0.456], [-3.115, -1.162, 0.044], [-5.297, 0.235, -0.096], [0.190, -0.149, -0.729], [3.642, 2.347, 0.637], [-2.394, 0.947, 0.119], [2.191, 0.944, -1.164], [-1.046, -3.153, -0.133], [-0.139, -2.735, 1.023], [-1.556, 2.084, -0.227], [2.802, 2.174, -1.620], [3.761, -1.816, 0.747], [-4.855, 1.394, 0.348], [4.486, -1.087, 1.676], [-0.703, -4.576, -0.570], [-2.261, -0.326, -0.263], [2.994, -1.166, -0.204], [3.697, 0.957, 0.695], [2.934, 0.223, -0.223], [-1.076, -0.712, -1.149], [-3.047, 2.737, 1.507], [-2.347, 3.290, 0.269], [-0.969, -2.234, -1.364], [0.892, 0.675, -1.554], [-3.465, 1.347, 1.040], [3.211, 3.054, -0.445], [4.463, 0.297, 1.645], [3.700, 1.962, -2.216], [2.085, 2.702, -2.252], [-2.075, -3.142, 0.231], [3.800, -2.894, 0.757], [-3.534, 0.612, 1.853], [2.453, -1.727, -0.951], [0.905, -2.698, 0.717], [0.655, -0.586, 0.049], [5.080, -1.595, 2.418], [-1.278, -0.249, -2.127], [-2.358, 2.671, 2.349], [-1.704, 4.139, 0.484], [-1.777, -2.529, -2.036], [-0.438, -1.770, 1.428], [-3.915, 3.328, 1.790], [-0.025, -2.412, -1.888], [-1.359, 2.113, -1.299], [-1.351, -4.894, -1.383], [-0.221, -3.464, 1.827], [-3.094, 3.587, -0.467], [-0.831, -5.269, 0.259], [4.037, 2.875, 1.405], [-0.601, 2.019, 0.306], [0.329, -4.636, -0.910], [-4.614, -0.487, 0.010], [5.036, 0.871, 2.357]]}